Formula: C26H35FN3S4Y
Source: OMol25
Level of theory: the ωB97M-V functional and the def2-TZVPD basis

## Properties
Relative energy (zero: lowest compared OMol25 entry of this formula, charge and spin) = 37.4 kcal/mol
Energy = -2906.97724 hartree
HOMO level = -0.215 Ha
Largest force on an atom = 0.15 eV/Å
Gap between HOMO and LUMO = 5.946 eV

ORCA input file:
```
! wB97M-V def2-TZVPD RIJCOSX def2/J DEFGRID3
* xyz 0 1
Y 0.318 0.727 0.556
C -0.565 -2.742 2.364
C -0.152 -3.265 0.998
S 1.059 -2.158 0.235
C 1.107 -2.799 -1.462
C 0.315 -1.981 -2.467
S -1.454 -2.035 -2.090
C -1.981 -0.410 -2.679
C -3.129 0.107 -1.828
S -2.609 0.774 -0.214
C -3.555 -0.206 0.980
C -2.880 -1.505 1.391
S -1.393 -1.130 2.360
H 0.312 -2.600 2.998
H -1.220 -3.461 2.857
H -1.009 -3.374 0.334
H 0.311 -4.245 1.127
H 0.784 -3.841 -1.422
H 2.158 -2.800 -1.751
H 0.499 -2.360 -3.473
H 0.628 -0.937 -2.409
H -2.308 -0.475 -3.717
H -1.126 0.266 -2.625
H -3.872 -0.670 -1.643
H -3.629 0.925 -2.348
H -4.540 -0.406 0.556
H -3.705 0.444 1.844
H -2.598 -2.067 0.501
H -3.553 -2.105 2.006
N -0.335 3.401 2.523
C -0.850 4.612 2.776
C -1.706 4.907 1.737
C -1.628 3.796 0.888
N -0.792 2.884 1.373
H 0.378 2.872 3.007
H -0.571 5.167 3.655
H -2.291 5.800 1.605
H -2.133 3.620 -0.046
C 3.237 0.168 -2.535
C 2.238 0.995 -3.290
C 2.435 1.263 -4.636
C 1.579 2.090 -5.350
C 0.514 2.672 -4.677
C 0.276 2.424 -3.333
C -0.848 3.124 -2.630
C 1.122 1.546 -2.594
N 0.857 1.219 -1.305
H 3.924 -0.339 -3.215
H 2.753 -0.570 -1.892
H 3.829 0.797 -1.863
H 3.292 0.819 -5.135
H 1.746 2.289 -6.401
H -0.154 3.343 -5.209
H -1.528 3.593 -3.344
H -0.467 3.898 -1.955
H -1.412 2.437 -1.995
F 4.911 -3.203 1.373
C 4.189 -2.089 1.653
C 3.429 -2.056 2.805
C 2.682 -0.922 3.084
C 2.686 0.202 2.237
C 1.857 1.387 2.485
C 3.467 0.105 1.071
C 4.221 -1.025 0.780
H 3.437 -2.907 3.475
H 2.106 -0.881 4.003
H 2.378 2.305 2.196
H 1.576 1.444 3.544
H 3.491 0.943 0.384
H 4.821 -1.079 -0.119
*
```

Formula: C23H22FeN3O2S4
Source: OMol25
Level of theory: the ωB97M-V functional and the def2-TZVPD basis

## Properties
Relative energy (zero: lowest compared OMol25 entry of this formula, charge and spin) = 22.1 kcal/mol
Energy = -4060.85462 hartree
HOMO level (alpha / beta) = -0.128 / -0.129 Ha
Largest force on an atom = 1.81 eV/Å
Gap between HOMO and LUMO (alpha / beta) = 5.989 / 6.029 eV

ORCA input file:
```
! wB97M-V def2-TZVPD RIJCOSX def2/J DEFGRID3
* xyz -1 5
Fe -0.237 -1.251 0.456
S 2.175 -2.748 2.068
C 2.477 -1.154 2.655
C 3.744 -0.553 2.612
C 3.963 0.695 3.168
C 2.932 1.376 3.803
C 1.668 0.805 3.857
C 1.433 -0.423 3.255
S -0.155 -1.234 3.289
C -1.269 0.205 3.339
C -2.487 0.025 2.486
C -3.685 0.573 2.916
C -4.765 0.609 2.052
C -4.581 0.131 0.768
C -3.371 -0.454 0.426
C -3.232 -1.030 -0.949
S -1.640 -0.869 -1.838
C -1.276 0.802 -2.341
C -1.196 0.975 -3.725
C -0.736 2.155 -4.276
C -0.372 3.195 -3.425
C -0.430 3.029 -2.057
C -0.837 1.816 -1.465
S -0.726 1.663 0.257
N -2.356 -0.565 1.291
H 4.548 -1.092 2.129
H 4.949 1.142 3.115
H 3.113 2.341 4.261
H 0.868 1.331 4.366
H -0.699 1.048 2.941
H -1.563 0.420 4.367
H -3.761 0.977 3.916
H -5.717 1.015 2.367
H -5.375 0.187 0.035
H -4.033 -0.665 -1.588
H -3.286 -2.121 -0.897
H -1.490 0.150 -4.363
H -0.642 2.263 -5.350
H -0.024 4.137 -3.833
H -0.125 3.828 -1.395
C 3.188 -0.643 -2.441
C 2.064 -1.045 -1.537
N 1.601 -0.287 -0.608
O 2.275 0.888 -0.399
C 1.328 -2.287 -1.723
C 1.414 -3.154 -2.942
N 0.537 -2.534 -0.731
O -0.465 -3.342 -0.666
H 3.742 0.174 -1.987
H 2.776 -0.290 -3.390
H 3.856 -1.483 -2.632
H 1.600 1.402 0.088
H 1.393 -2.557 -3.855
H 0.557 -3.827 -2.932
H 2.331 -3.751 -2.937
*
```

Formula: C4H8O2
Source: OMol25
Level of theory: the ωB97M-V functional and the def2-TZVPD basis

## Properties
Relative energy (zero: lowest compared OMol25 entry of this formula, charge and spin) = 112.6 kcal/mol
Energy = -307.53300 hartree
HOMO level (alpha / beta) = -0.283 / -0.286 Ha
Largest force on an atom = 0.71 eV/Å
Gap between HOMO and LUMO (alpha / beta) = 8.284 / 8.428 eV

ORCA input file:
```
! wB97M-V def2-TZVPD RIJCOSX def2/J DEFGRID3
* xyz 0 1
C 0.989 -1.234 1.156
O -0.200 -1.077 1.671
C -0.777 0.045 1.982
C -0.017 0.822 -0.807
O 0.496 1.873 -0.479
C -0.222 0.386 -2.231
H 1.279 -2.260 0.984
H -0.411 0.143 -0.033
H 1.679 -0.396 1.171
H -1.797 -0.037 2.327
H -0.196 0.963 1.937
H 0.013 1.206 -2.913
H -1.259 0.049 -2.347
H 0.424 -0.482 -2.419
*
```

Formula: C25H26N6O5SZr
Source: OMol25
Level of theory: the ωB97M-V functional and the def2-TZVPD basis

## Properties
Relative energy (zero: lowest compared OMol25 entry of this formula, charge and spin) = 17.1 kcal/mol
Energy = -2117.89384 hartree
HOMO level = -0.491 Ha
Largest force on an atom = 1.14 eV/Å
Gap between HOMO and LUMO = 6.300 eV

ORCA input file:
```
! wB97M-V def2-TZVPD RIJCOSX def2/J DEFGRID3
* xyz 2 1
Zr -0.443 -0.347 -0.178
O 1.713 2.319 3.898
C 1.353 1.146 4.410
C 1.847 0.827 5.679
C 1.529 -0.369 6.275
C 0.706 -1.304 5.629
C 0.217 -1.012 4.385
C 0.528 0.208 3.743
C -0.022 0.458 2.440
O -0.723 -0.478 1.814
N 0.168 1.634 1.849
N -0.507 1.647 0.672
C -0.800 2.699 0.014
C -1.707 2.460 -1.105
C -2.248 3.491 -1.848
C -3.232 3.199 -2.784
C -3.644 1.886 -2.926
C -3.027 0.903 -2.166
N -2.064 1.163 -1.280
H 1.254 2.470 3.050
H 2.472 1.558 6.175
H 1.909 -0.588 7.264
H 0.453 -2.235 6.116
H -0.440 -1.703 3.873
H -0.488 3.695 0.308
H -1.921 4.507 -1.675
H -3.682 3.988 -3.371
H -4.436 1.616 -3.609
H -3.321 -0.131 -2.272
O 0.944 1.009 -1.452
C 0.696 0.149 -2.321
N 0.684 -1.153 -1.947
S -0.589 -1.843 -2.709
O -0.464 -3.222 -2.993
O -1.637 -1.485 -1.698
C -0.678 -0.691 -4.049
C -1.372 -0.716 -5.236
C -1.260 0.411 -6.050
C -0.500 1.510 -5.664
C 0.185 1.523 -4.452
C 0.102 0.398 -3.656
H -1.968 -1.568 -5.534
H -1.775 0.425 -7.001
H -0.429 2.363 -6.326
H 0.789 2.369 -4.149
C 2.994 -3.202 2.685
C 3.537 -2.417 1.474
C 4.732 -1.540 1.883
C 3.918 -3.372 0.328
C 2.470 -1.545 0.995
N 1.652 -0.837 0.610
H 3.826 -3.721 3.160
H 2.264 -3.950 2.372
H 2.540 -2.539 3.423
H 5.530 -2.190 2.239
H 4.460 -0.853 2.685
H 5.107 -0.967 1.036
H 4.633 -4.101 0.706
H 4.380 -2.831 -0.498
H 3.048 -3.912 -0.050
N -0.596 -2.703 0.399
H -1.569 -2.994 0.334
H -0.287 -2.913 1.343
H -0.086 -3.304 -0.246
*
```